[1]
133
Properties=species:S:1:pos:R:3:forces:R:3:lowdin_charge:R:1 method="wB97M-V/def2-TZVPD" lumo_energy_ha=-0.102 molar_mass_g_mol=1464.19 gap_ev=7.09 charge=+1 fmax_ev_per_a=4.60 homo_energy_ev=-9.8642
C 1.624 0.450 -2.944 0.67 -0.62 -0.28 -0.10
C 0.727 -0.661 -2.275 -0.12 -0.08 -0.13 -0.26
C -0.734 -0.189 -1.892 0.89 0.78 -1.03 -0.18
N -0.811 -0.060 -0.404 -0.33 -0.02 0.12 0.16
C -1.877 -0.261 0.310 -3.16 -0.55 0.47 -0.24
N -2.104 -0.130 1.717 2.30 -3.09 -2.52 0.06
C -0.846 -0.630 2.356 1.72 1.19 1.04 -0.18
C 0.078 0.658 2.623 0.48 -1.29 0.38 -0.21
C 1.610 0.308 2.463 -0.32 1.04 0.17 -0.54
Cl 2.032 -1.207 3.383 -0.22 0.71 -0.50 0.57
C -3.373 -0.862 1.939 -4.09 1.57 0.75 -0.25
C -3.646 -1.623 3.292 -0.49 -0.11 0.38 -0.14
C -4.213 -0.558 4.329 0.75 0.07 0.06 -0.80
O -3.730 0.515 4.508 -0.04 -0.76 -0.43 0.01
I -6.012 -1.014 5.499 0.57 -0.23 -0.36 0.79
C -3.847 -1.543 0.558 0.32 -0.55 2.93 -0.34
C -3.256 -3.027 0.790 1.63 0.61 -1.35 -0.08
C -2.932 -3.827 -0.518 -2.29 -0.88 0.53 -0.83
O -3.765 -4.587 -0.914 0.93 0.46 0.13 -0.03
I -1.095 -3.731 -1.647 -0.07 0.18 0.52 0.95
C -5.408 -1.625 0.347 0.25 0.18 -2.02 -0.55
Br -6.676 -1.365 1.824 1.28 -0.10 -0.79 0.82
C -5.989 -1.847 -0.879 -0.79 0.03 1.45 -0.65
C -7.557 -1.904 -1.021 0.58 0.09 -0.13 -0.16
Br -4.965 -2.074 -2.514 -0.77 0.03 0.94 0.87
N -3.126 -0.628 -0.358 1.73 0.57 0.25 0.00
C -3.714 0.740 -0.588 0.20 1.67 -1.40 -0.12
C -3.843 1.125 -2.139 -0.94 -0.11 0.59 -0.24
C -5.379 1.442 -2.388 1.03 1.01 0.48 -0.50
S -5.721 1.667 -4.178 0.84 0.18 0.04 0.85
C -4.959 3.324 -4.501 -0.04 0.73 1.22 -0.99
S -5.674 4.593 -3.698 0.81 -0.74 -0.62 0.66
N -3.818 3.480 -5.353 -2.88 -1.13 -0.54 -0.10
C -3.926 4.665 -6.221 0.77 1.94 -0.81 -0.25
C -2.753 5.551 -6.247 -2.30 0.22 -1.44 0.00
C -2.779 6.731 -7.114 -1.74 -2.12 0.64 -0.07
C -3.983 6.974 -7.899 0.01 -0.74 0.62 -0.08
C -5.168 6.109 -7.844 1.81 -1.19 1.62 -0.05
C -5.144 4.910 -6.989 2.18 1.82 -0.29 -0.04
C -3.490 2.264 -6.097 1.77 -2.52 -1.38 -0.25
C -4.327 1.665 -7.147 2.47 -0.87 0.91 -0.02
C -3.819 0.454 -7.806 0.94 0.71 1.14 -0.06
C -2.533 -0.163 -7.472 -0.38 1.80 1.08 -0.07
C -1.686 0.439 -6.428 -2.62 0.89 -0.83 -0.07
C -2.197 1.634 -5.767 -0.78 -0.46 -0.93 -0.03
H 2.266 1.017 -2.218 -0.82 -0.38 -0.58 0.08
H 1.061 1.162 -3.602 0.30 -0.62 0.74 0.07
H 2.344 -0.090 -3.627 -0.65 0.68 0.73 0.09
H 1.215 -1.088 -1.349 -0.37 0.41 -1.04 0.10
H 0.660 -1.513 -3.003 -0.12 0.77 0.76 0.08
H -1.540 -0.830 -2.316 0.65 0.33 0.88 0.07
H -0.877 0.837 -2.349 0.00 -0.96 0.70 0.13
H 0.057 0.227 0.052 -0.44 -0.05 -0.08 0.14
H -0.277 -1.375 1.722 -0.79 0.68 0.51 0.12
H -0.975 -1.105 3.355 -0.41 0.38 -0.97 0.12
H -0.079 0.927 3.696 0.06 0.12 -1.00 0.12
H -0.213 1.524 1.970 0.31 -0.75 0.56 0.12
H 1.946 0.189 1.402 -0.34 -0.15 0.87 0.07
H 2.207 1.149 2.909 -0.47 -0.95 -0.43 0.09
H -4.127 -0.015 2.004 0.81 -0.75 0.04 0.13
H -4.466 -2.391 3.202 0.94 0.86 -0.32 0.07
H -2.766 -2.183 3.707 -0.72 0.77 -0.15 0.13
H -2.275 -2.911 1.344 -1.05 -0.24 -0.43 0.12
H -3.992 -3.642 1.375 0.77 0.71 -0.68 0.15
H -7.969 -0.922 -0.651 0.31 -0.93 -0.61 0.07
H -8.002 -2.702 -0.363 0.65 0.69 -0.64 0.08
H -7.866 -2.104 -2.079 0.37 0.33 0.99 0.08
H -4.692 0.926 -0.077 0.78 -0.60 -0.29 0.14
H -3.001 1.516 -0.169 -0.86 -0.85 -0.11 0.14
H -3.245 2.050 -2.369 -0.60 -0.78 0.30 0.11
H -3.453 0.315 -2.804 -0.54 0.59 0.64 0.06
H -5.594 2.405 -1.835 -0.03 -0.94 -0.73 0.07
H -6.054 0.667 -1.947 0.53 0.49 -0.78 0.06
H -1.877 5.297 -5.611 -0.82 0.25 -0.59 0.11
H -1.875 7.379 -7.117 -1.05 -0.40 -0.27 0.10
H -3.979 7.873 -8.569 -0.19 -1.01 0.73 0.10
H -6.103 6.298 -8.414 1.04 0.11 0.36 0.10
H -6.009 4.206 -6.906 0.86 0.91 -0.12 0.11
H -5.309 2.118 -7.412 0.99 -0.54 0.14 0.10
H -4.420 -0.022 -8.613 0.46 0.50 0.78 0.10
H -2.190 -1.071 -8.032 -0.44 1.03 0.65 0.10
H -0.693 0.017 -6.144 -1.03 0.40 -0.35 0.09
H -1.564 2.108 -4.973 -0.78 -0.35 -0.83 0.10
C 6.129 -1.071 4.463 -0.28 -0.73 0.17 -0.12
C 5.255 0.144 4.374 -0.68 0.10 0.05 -0.15
O 6.175 1.214 4.577 0.44 -0.24 -0.15 0.07
C 7.409 0.757 4.228 0.36 0.28 -0.01 -0.55
O 8.376 1.444 4.121 -0.23 -0.21 0.02 0.16
O 7.395 -0.587 4.018 0.00 0.53 -0.04 0.05
H 5.780 -1.885 3.828 0.24 0.04 -0.09 0.14
H 6.232 -1.439 5.485 0.01 0.22 -0.21 0.11
H 4.794 0.257 3.388 0.08 0.00 -0.02 0.11
H 4.475 0.153 5.134 0.15 0.13 0.05 0.12
C -9.829 5.667 -1.756 -0.28 0.55 -0.19 -0.12
C -8.861 5.430 -0.631 0.29 0.46 0.39 -0.13
O -8.916 4.017 -0.458 -0.16 -0.13 -0.36 0.05
C -9.339 3.482 -1.636 0.02 -0.44 -0.24 -0.56
O -9.335 2.317 -1.884 0.06 0.27 0.13 0.15
O -9.765 4.448 -2.490 0.19 -0.31 0.37 0.06
H -9.544 6.513 -2.381 -0.02 -0.19 -0.12 0.14
H -10.853 5.815 -1.404 0.04 -0.04 0.01 0.14
H -7.838 5.715 -0.891 -0.04 -0.04 -0.04 0.13
H -9.150 5.946 0.285 0.01 -0.22 0.04 0.13
C 6.298 -4.311 7.374 0.62 -0.39 -0.06 -0.11
C 4.941 -4.833 7.752 -0.17 -0.64 0.08 -0.12
O 4.239 -3.650 8.126 0.31 0.38 -0.24 0.07
C 4.844 -2.607 7.505 -0.29 0.37 0.14 -0.55
O 4.408 -1.498 7.470 0.14 -0.27 -0.13 0.16
O 6.014 -2.987 6.923 -0.46 -0.14 0.37 0.03
H 6.767 -4.898 6.586 -0.02 0.22 -0.07 0.14
H 6.979 -4.254 8.227 -0.07 0.04 -0.01 0.14
H 4.422 -5.300 6.911 0.03 0.05 0.01 0.14
H 4.980 -5.540 8.580 -0.13 0.17 0.05 0.14
C 9.599 -3.751 1.052 0.69 -0.20 -0.23 -0.12
C 8.932 -2.909 2.100 0.31 0.49 0.22 -0.13
O 7.550 -3.224 1.929 -0.12 -0.29 -0.12 0.04
C 7.484 -4.449 1.340 -0.13 -0.41 -0.20 -0.56
O 6.477 -5.076 1.209 0.17 0.24 0.10 0.14
O 8.706 -4.863 0.925 -0.68 0.29 0.25 0.07
H 10.600 -4.079 1.355 -1.02 -0.14 -0.40 0.09
H 9.669 -3.242 0.086 -0.10 -0.01 0.03 0.14
H 9.234 -3.185 3.115 -0.03 -0.03 -0.03 0.13
H 9.107 -1.844 1.956 -0.23 -0.03 0.05 0.14
C 13.072 -2.751 4.923 0.22 -0.05 0.64 -0.12
C 12.966 -1.461 4.160 0.04 0.64 0.30 -0.12
O 12.955 -1.898 2.803 -0.17 -0.54 -0.02 0.08
C 12.516 -3.180 2.794 0.17 -0.10 -0.23 -0.53
O 12.230 -3.787 1.804 1.00 0.33 0.64 0.13
O 12.439 -3.686 4.051 -0.07 0.19 -0.49 0.07
H 12.564 -2.712 5.886 -0.08 -0.17 -0.13 0.14
H 14.108 -3.062 5.081 -0.04 0.00 -0.06 0.14
H 12.035 -0.926 4.367 0.02 -0.05 -0.04 0.14
H 13.806 -0.794 4.348 -0.02 -0.04 -0.23 0.14

[2]
150
Properties=species:S:1:pos:R:3:forces:R:3:lowdin_charge:R:1 method="wB97M-V/def2-TZVPD" lumo_energy_ha=0.087 molar_mass_g_mol=790.21 e_above_lowest_kcal_mol=21.4 gap_ev=6.40 charge=-1 fmax_ev_per_a=2.49 homo_energy_ev=-4.0407
C 4.572 3.768 20.791 0.48 -1.80 -0.61 -0.37
O 4.842 2.437 20.511 0.14 1.16 -0.33 -0.37
H 4.676 3.948 21.871 0.08 0.60 0.14 0.03
H 5.224 4.419 20.179 0.34 0.53 0.37 0.03
H 3.565 4.132 20.500 -0.57 -0.01 0.05 0.04
C 0.784 5.601 22.265 -0.44 0.63 1.74 -0.04
C 0.992 4.551 23.366 -0.46 -0.02 -0.84 -0.40
C -0.284 4.294 24.164 0.01 0.15 -0.68 -0.20
O -0.703 5.442 24.884 0.57 -0.26 0.29 -0.18
C -1.708 5.151 25.817 0.14 0.65 0.24 -0.13
N 1.357 3.283 22.713 -0.28 0.35 0.72 0.08
H 0.171 5.193 21.464 0.27 0.15 -0.24 0.06
H 1.743 6.024 21.975 -0.04 -0.34 -0.47 0.04
H 0.243 6.434 22.727 -0.13 0.19 -0.25 0.08
H 1.801 4.869 24.024 -0.27 -0.08 0.21 0.10
H -0.099 3.369 24.719 -0.12 0.29 0.77 0.13
H -1.123 4.069 23.495 0.13 -0.24 -0.38 0.11
H -2.567 4.661 25.351 0.04 -0.32 0.08 0.09
H -2.060 6.100 26.227 0.00 0.07 -0.12 0.08
H -1.291 4.601 26.665 -0.22 -0.44 -0.08 0.09
H 0.469 2.931 22.345 0.65 -0.12 -0.18 0.04
H 1.875 3.608 21.904 0.33 -0.69 -0.21 0.04
C 8.047 -0.458 24.291 0.57 -0.86 0.42 -0.08
C 6.582 -0.140 24.070 -0.56 1.34 0.09 -0.43
C 6.080 0.923 25.052 -0.87 -0.35 0.85 -0.21
O 4.702 1.199 24.804 -0.15 0.12 -0.87 -0.19
C 4.269 2.471 25.210 -0.02 -0.06 0.50 -0.12
N 6.429 0.403 22.732 0.83 -0.28 -0.51 0.06
H 8.710 0.365 24.024 -0.16 0.09 -0.11 0.05
H 8.347 -1.342 23.724 -0.11 0.21 -0.49 0.07
H 8.325 -0.773 25.302 -0.43 0.32 0.31 0.07
H 5.966 -1.032 24.214 -0.01 -0.09 -0.06 0.13
H 6.681 1.832 24.965 0.13 0.02 -0.01 0.10
H 6.016 0.579 26.093 0.97 -0.09 0.21 0.12
H 4.824 2.792 26.098 0.02 0.13 0.11 0.08
H 3.213 2.420 25.480 -0.01 -0.15 -0.08 0.08
H 4.354 3.249 24.450 0.26 -0.08 -0.34 0.06
H 5.671 1.064 22.594 -0.48 -0.38 0.07 0.06
H 7.266 0.960 22.536 -0.39 -0.22 -0.11 0.02
C 1.854 1.425 18.183 -1.11 0.20 -0.69 -0.05
C 1.276 1.727 19.555 1.52 0.92 0.57 -0.44
C -0.106 2.420 19.567 0.47 0.37 0.19 -0.17
O -0.635 2.374 20.899 -0.63 -0.40 -0.24 -0.25
C -1.939 2.926 21.064 0.48 -0.18 -0.57 -0.09
N 1.336 0.543 20.381 -1.01 -0.47 -0.35 0.07
H 1.802 2.274 17.498 0.01 0.21 0.21 0.04
H 1.192 0.689 17.711 0.28 -0.38 -0.10 0.08
H 2.897 1.118 18.175 -0.12 -0.21 0.43 0.08
H 2.033 2.364 20.029 -0.22 0.48 0.02 0.11
H -0.761 1.929 18.838 -0.33 -0.11 0.14 0.13
H 0.001 3.487 19.320 -0.56 -1.07 -0.12 0.06
H -2.439 2.394 21.872 0.03 -0.08 -0.03 0.09
H -2.490 2.801 20.129 -0.27 -0.02 0.08 0.08
H -1.913 3.990 21.307 0.15 0.09 -0.08 0.07
H 0.696 -0.106 19.922 0.07 -0.45 0.25 0.07
H 0.863 0.804 21.240 0.23 -0.31 0.32 0.06
C 6.317 11.335 20.709 -0.67 -0.04 -2.40 -0.07
C 5.138 10.519 21.237 1.05 -0.12 1.47 -0.38
C 5.373 8.984 21.281 0.16 0.37 -0.32 -0.22
O 5.376 8.340 20.029 0.45 -0.32 -0.37 -0.20
C 5.535 6.911 20.154 -1.15 0.73 -0.39 -0.08
N 5.010 11.010 22.647 -0.60 -0.61 -1.05 0.04
H 6.021 12.349 20.435 -0.15 0.15 0.59 0.07
H 6.606 10.960 19.721 0.28 -0.36 0.12 0.07
H 7.215 11.387 21.323 -0.25 -0.30 0.35 0.08
H 4.166 10.652 20.760 0.26 0.49 -0.44 0.13
H 4.546 8.585 21.877 0.19 -0.22 0.32 0.10
H 6.356 8.783 21.726 -0.09 0.05 0.58 0.13
H 6.480 6.556 20.570 0.13 0.38 0.18 0.09
H 5.406 6.492 19.160 0.26 0.19 -0.04 0.05
H 4.690 6.524 20.728 0.16 -0.13 0.33 0.07
H 4.346 10.371 23.081 0.46 0.17 0.43 0.02
H 5.931 10.854 23.039 -0.13 -0.06 0.48 0.06
C 7.652 4.382 23.017 -0.51 -0.86 -0.49 -0.05
C 8.928 3.609 22.708 0.84 -0.22 0.68 -0.43
C 9.754 3.429 23.971 -0.43 0.46 0.68 -0.23
O 10.994 2.859 23.653 0.25 -0.16 -0.65 -0.19
C 11.829 2.555 24.736 -0.22 0.38 0.02 -0.11
N 8.626 2.304 22.135 0.20 0.92 -0.72 0.07
H 7.126 3.879 23.833 0.21 0.44 0.53 0.07
H 6.902 4.246 22.233 0.32 0.19 -0.42 0.06
H 7.846 5.447 23.136 -0.11 -0.02 0.39 0.08
H 9.571 4.234 22.074 -0.03 0.00 -0.35 0.13
H 9.217 2.833 24.720 -0.10 -0.42 -0.16 0.12
H 9.863 4.405 24.463 0.33 0.21 -0.09 0.12
H 12.140 3.469 25.254 -0.09 0.06 0.19 0.08
H 12.736 2.095 24.346 -0.14 -0.21 -0.02 0.09
H 11.308 1.897 25.437 0.17 -0.12 0.13 0.09
H 8.358 2.524 21.172 -0.56 -0.78 0.10 0.04
H 9.448 1.723 22.005 0.33 0.23 0.37 0.09
C 0.861 4.850 17.187 1.53 0.15 -0.19 -0.04
C 0.934 5.272 18.665 -1.69 0.37 -0.93 -0.41
C 1.887 6.392 19.001 0.59 -1.18 -0.44 -0.21
O 1.498 7.585 18.354 0.55 0.15 0.57 -0.17
C 2.531 8.554 18.514 -0.41 0.20 -0.63 -0.08
N -0.431 5.722 19.014 0.19 0.11 0.66 0.04
H 0.246 5.504 16.570 -0.16 -0.01 0.18 0.08
H 0.552 3.807 17.115 -0.46 0.14 -0.05 0.06
H 1.858 4.861 16.741 -0.03 0.10 -0.09 0.06
H 1.153 4.356 19.203 0.91 0.71 0.42 0.09
H 2.849 5.995 18.650 0.34 0.53 -0.25 0.11
H 2.026 6.513 20.076 -0.39 0.23 0.05 0.10
H 2.218 9.458 17.991 0.01 -0.12 -0.25 0.09
H 3.444 8.151 18.072 0.20 0.23 0.11 0.09
H 2.720 8.876 19.540 -0.08 -0.51 0.25 0.08
H -1.101 5.145 18.520 -0.12 0.07 -0.05 0.07
H -0.460 6.646 18.597 -0.50 0.11 0.09 0.07
C 5.124 4.968 16.714 -0.82 0.77 -0.38 -0.06
C 4.376 3.684 16.477 0.25 -1.24 -0.32 -0.44
C 4.554 3.175 15.043 0.23 0.54 0.17 -0.20
O 4.018 4.120 14.106 0.07 0.07 0.04 -0.18
C 4.228 3.657 12.797 0.93 0.05 -0.39 -0.14
N 4.933 2.663 17.355 -0.43 -0.32 -0.63 0.07
H 4.693 5.768 16.107 0.33 0.22 -0.03 0.08
H 6.177 4.805 16.476 0.01 0.14 -0.19 0.08
H 5.076 5.259 17.762 -0.11 -0.12 -0.01 0.04
H 3.296 3.686 16.616 0.11 0.53 0.41 0.10
H 4.115 2.186 14.891 -0.30 0.01 0.18 0.12
H 5.636 3.036 14.916 0.16 0.16 -0.45 0.12
H 3.658 2.740 12.635 0.32 -0.22 -0.20 0.09
H 5.308 3.571 12.625 0.11 -0.97 0.25 0.08
H 4.045 4.337 11.961 -1.06 0.62 0.68 0.08
H 4.776 2.909 18.330 0.20 -0.49 0.44 0.05
H 5.928 2.629 17.169 0.14 -0.21 0.44 0.06
C 4.077 6.244 23.703 -0.10 -0.10 0.35 -0.05
C 4.936 7.221 24.522 -1.18 0.44 -0.45 -0.42
C 4.067 8.274 25.222 0.24 0.76 -0.40 -0.18
O 3.428 9.116 24.265 -0.27 -0.50 -0.56 -0.25
C 2.746 10.224 24.802 0.22 0.25 -0.22 -0.12
N 5.729 6.520 25.542 0.11 -0.21 -0.98 0.05
H 3.417 6.729 22.984 0.10 0.42 0.23 0.06
H 3.436 5.670 24.372 0.10 0.08 0.17 0.07
H 4.613 5.505 23.105 0.50 0.11 0.19 0.05
H 5.578 7.772 23.829 0.05 0.09 -0.07 0.12
H 4.755 8.929 25.769 -0.05 -0.13 0.53 0.12
H 3.298 7.862 25.880 0.21 -0.29 0.17 0.13
H 3.457 10.889 25.302 -0.13 -0.13 0.58 0.09
H 1.893 9.927 25.415 0.15 0.02 0.29 0.09
H 2.373 10.845 23.986 -0.11 -0.33 -0.22 0.09
H 6.169 5.821 24.947 0.20 -0.57 0.57 0.04
H 6.513 7.117 25.787 -0.05 0.14 0.26 0.07
C 9.488 3.543 18.583 0.02 0.33 0.03 -0.08
C 8.068 3.722 19.096 -0.41 -0.84 -0.76 -0.33
O 7.532 2.481 19.525 0.85 0.36 0.20 -0.12
H 10.198 3.502 19.411 0.02 -0.14 0.02 0.06
H 9.742 4.418 17.981 0.12 0.02 -0.01 0.07
H 9.623 2.659 17.961 -0.23 -0.07 0.06 0.07
H 7.397 4.015 18.284 0.26 0.75 -0.06 0.08
H 8.092 4.492 19.875 -0.29 0.04 0.13 0.10
H 6.638 2.624 19.908 -1.02 -0.56 0.23 0.04